# 1
ORCA calculation (wB97M-V/def2-TZVPD) on a structure of composition C34H39AuBrN5S2 at a distorted geometry.

Last column: Mulliken charge in e.
Cartesian coordinates (Å):
Au -0.3763 -0.8090 0.3637  0.444
Br -4.5233 -5.9714 -2.7223  -0.198
C -3.3850 -4.9925 -1.5654  -0.024
C -3.3889 -3.6086 -1.6116  -0.865
C -2.5898 -2.9089 -0.7363  0.921
C -1.7487 -3.5672 0.1684  0.664
C -1.7692 -4.9693 0.1945  -1.019
C -2.5866 -5.6741 -0.6611  -0.846
N -0.9509 -2.7806 0.9763  0.464
C -0.1725 -3.3068 1.8806  -0.156
C 0.6286 -2.5182 2.7426  0.357
C 1.3577 -3.1341 3.7778  -1.007
C 2.1735 -2.3734 4.5767  -0.454
C 2.1930 -0.9909 4.3852  -1.160
C 1.4262 -0.4607 3.3638  0.044
N 0.6922 -1.1881 2.5415  0.353
H -4.0062 -3.0839 -2.3256  0.478
H -2.5985 -1.8330 -0.7468  0.082
H -1.1418 -5.5356 0.8681  0.293
H -2.5982 -6.7534 -0.6344  0.414
H -0.0974 -4.3810 2.0205  0.112
H 1.2688 -4.2010 3.9081  0.431
H 2.7875 -2.8374 5.3327  0.427
H 2.7960 -0.3514 5.0071  0.474
H 1.4208 0.6050 3.1827  0.279
C -2.5036 2.9284 -1.6297  -1.347
C -1.8299 1.8476 -2.4820  0.598
C -2.3600 0.4722 -2.1020  -1.264
C -0.3380 2.0277 -2.3412  0.788
C 0.3244 2.6553 -3.3765  -1.089
C 1.6542 3.0291 -3.2884  -1.206
C 2.3220 2.7838 -2.1023  -0.926
C 1.7193 2.1418 -1.0403  0.842
C 2.5179 1.9875 0.2298  0.440
C 2.9085 0.5309 0.4832  -1.199
C 1.7588 2.6280 1.3892  -1.213
C 0.3616 1.6800 -1.1333  -0.461
N -0.2415 1.0814 -0.1294  0.110
H -3.5851 2.8635 -1.7295  0.452
H -2.1768 3.9227 -1.9334  0.474
H -2.2163 2.7730 -0.5930  -0.209
H -2.0842 2.0236 -3.5348  0.817
H -2.3341 0.3537 -1.0219  -0.320
H -1.7647 -0.3166 -2.5543  0.306
H -3.3902 0.3674 -2.4348  0.507
H -0.2277 2.8715 -4.2817  0.434
H 2.1486 3.5236 -4.1100  0.386
H 3.3562 3.0835 -2.0047  0.428
H 3.4498 2.5481 0.0946  0.742
H 2.0264 -0.0843 0.6554  -0.104
H 3.5655 0.4493 1.3494  0.541
H 3.4264 0.1372 -0.3911  0.225
H 0.8173 2.1019 1.5233  -0.277
H 1.5499 3.6690 1.1479  0.443
H 2.3399 2.6048 2.3089  0.612
S 0.1687 -2.0397 -1.7833  -0.190
C 1.8101 -1.9364 -2.4036  0.182
C 2.3874 -0.7242 -2.7654  -0.351
C 3.6746 -0.6972 -3.2673  -0.466
C 4.3799 -1.8718 -3.4570  -0.666
C 3.7786 -3.0846 -3.1599  -0.492
C 2.5047 -3.1225 -2.6285  -0.698
H 1.8260 0.1884 -2.6556  0.543
H 4.1303 0.2468 -3.5264  0.425
H 5.3860 -1.8481 -3.8501  0.384
H 4.3148 -4.0031 -3.3447  0.359
H 2.0292 -4.0631 -2.3912  0.429
S -2.7977 -0.2498 1.6842  -0.482
C -2.5031 1.3419 2.1187  0.532
N -3.2628 2.3184 1.6141  -0.125
C -3.0620 3.7211 1.9052  -0.807
C -1.5992 3.9365 2.2724  -0.143
C -1.2346 2.9885 3.4092  -0.829
N -1.5481 1.6346 3.0047  -0.117
H -3.9667 2.0352 0.9494  0.292
H -3.7076 4.0263 2.7384  0.398
H -3.3300 4.3070 1.0227  0.420
H -1.4374 4.9711 2.5679  0.455
H -0.9775 3.7098 1.4040  -0.066
H -1.8035 3.2428 4.3125  0.475
H -0.1717 3.0568 3.6461  0.335
H -0.9938 0.8550 3.3291  0.164

Cartesian forces (eV/Å) of the 3 atoms listed first:
Au -0.32 0.24 -2.19
Br 0.09 0.04 0.02
C -0.15 0.05 -0.05

Properties
- orbital gap (spin up / spin down) (eV) = 5.10 / 5.13
- E (a.u.) = -5098.77270
- energy above the lowest of the compared OMol25 structures with the same formula, charge and spin (kcal/mol) = 85.82

# 2
ORCA calculation (wB97M-V/def2-TZVPD) on an isolated molecule of C24H28N4O3.

Last column: Mulliken charge in e.
Cartesian coordinates (Å):
C 1.6521 -0.5828 5.2924  -0.601
O 1.6587 0.7381 4.8017  -0.506
C 1.0439 1.0003 3.6160  1.022
C 0.3666 0.0664 2.8388  -0.525
C -0.2006 0.4462 1.6342  -0.502
C -0.1120 1.7518 1.1762  -0.333
C -0.6754 2.1356 -0.1650  -0.341
C -2.1428 1.7563 -0.3219  0.813
O -2.7862 1.2174 0.5530  -0.665
N -2.7225 2.0799 -1.5147  -0.025
C -2.0750 2.6080 -2.6936  -0.633
C -2.3222 1.6286 -3.8738  -0.988
N -2.6567 0.3204 -3.3452  -0.248
C -1.6635 -0.3552 -2.6414  1.551
C -0.3059 -0.1238 -2.9063  -0.920
C 0.6920 -0.7068 -2.1544  -0.622
C 0.3918 -1.5671 -1.0995  0.857
C 1.3845 -2.0437 -0.1515  0.177
N 1.0247 -2.9491 0.6812  -0.539
N 1.8885 -3.3389 1.6518  -0.062
C 2.9512 -2.6289 2.1178  0.264
O 3.5625 -2.9869 3.1037  -0.679
C 3.2278 -1.3604 1.3439  -0.312
C 2.7817 -1.4642 -0.1158  0.202
C 3.7193 -2.3708 -0.9207  -1.598
C -0.9547 -1.9054 -0.9236  -1.049
C -1.9506 -1.3270 -1.6715  -0.519
C -3.9915 0.4085 -2.7821  -0.716
C -4.0631 1.6007 -1.7864  -0.790
C 0.5473 2.6853 1.9674  -0.463
C 1.1203 2.3196 3.1671  -0.920
H 0.6324 -0.9494 5.4461  0.312
H 2.1928 -1.2654 4.6294  0.142
H 2.1660 -0.5399 6.2513  0.267
H 0.2736 -0.9600 3.1581  0.296
H -0.7252 -0.2899 1.0472  0.548
H -0.1105 1.6080 -0.9412  0.073
H -0.5653 3.2114 -0.3186  0.682
H -2.4957 3.5940 -2.9285  0.543
H -1.0085 2.7241 -2.5175  0.324
H -1.4574 1.5810 -4.5327  0.395
H -3.1713 1.9606 -4.4753  0.343
H -0.0059 0.5365 -3.7045  0.198
H 1.7170 -0.4697 -2.3974  0.358
H 1.5731 -4.1392 2.1872  0.271
H 4.2907 -1.1265 1.4178  0.430
H 2.6730 -0.5571 1.8426  -0.169
H 2.7903 -0.4600 -0.5472  0.614
H 4.7289 -1.9651 -0.9196  0.419
H 3.7500 -3.3685 -0.4870  0.348
H 3.3773 -2.4563 -1.9500  0.395
H -1.2051 -2.6151 -0.1515  0.400
H -2.9652 -1.6201 -1.4602  0.149
H -4.2637 -0.5221 -2.2943  0.323
H -4.6903 0.5640 -3.6097  0.443
H -4.6492 2.4238 -2.2062  0.375
H -4.5011 1.2955 -0.8364  0.358
H 0.6213 3.7130 1.6397  0.380
H 1.6377 3.0402 3.7805  0.454

Cartesian forces (eV/Å) of the 3 atoms listed first:
C 0.00 -0.24 0.06
O -0.05 0.33 -0.17
C 0.00 0.18 -0.09

Properties
- SMILES = COc1ccc(CC(=O)N2CCN(c3ccc(C4=NNC(=O)C[C@H]4C)cc3)CC2)cc1
- orbital gap (eV) = 8.15
- E (a.u.) = -1376.09727
- energy above the lowest of the compared OMol25 structures with the same formula, charge and spin (kcal/mol) = 62.35

# 3
ORCA calculation (wB97M-V/def2-TZVPD) on a structure of composition C24H15BiF6N4O6S2 at a distorted geometry.

Last column: Mulliken charge in e.
Cartesian coordinates (Å):
Bi -0.3741 0.1767 -0.1393  1.377
C -2.3396 5.7089 0.9748  -0.431
C -3.4071 5.0897 0.3322  -0.616
C -3.4068 3.7217 0.1562  -0.332
C -2.3209 2.9678 0.6170  0.140
C -1.2519 3.5868 1.2561  -0.217
C -1.2698 4.9588 1.4363  -0.763
N -2.2956 1.5645 0.4779  0.731
N -3.3997 0.9940 0.4175  -0.705
C -3.4012 -0.3863 0.2403  0.356
C -4.6452 -1.0022 0.3934  -0.441
C -4.7446 -2.3747 0.2810  -0.517
C -3.6067 -3.1194 0.0083  -0.873
C -2.3750 -2.4959 -0.1729  -0.159
C -2.2415 -1.1205 -0.0640  0.011
H -2.3417 6.7823 1.1116  0.389
H -4.2394 5.6786 -0.0295  0.380
H -4.2155 3.2122 -0.3480  0.455
H -0.4364 2.9832 1.6218  0.514
H -0.4406 5.4405 1.9368  0.407
H -5.4999 -0.3784 0.6212  0.467
H -5.7035 -2.8602 0.4027  0.375
H -3.6751 -4.1980 -0.0597  0.429
H -1.5179 -3.1158 -0.4029  0.303
O 0.4345 -1.0452 3.8007  -0.659
C 0.2955 -0.9548 2.6057  0.228
O -0.2682 0.0606 1.9995  -0.429
C 0.7721 -2.0768 1.7046  0.402
C 1.2893 -3.2654 2.2418  -0.810
C 1.6211 -4.2762 1.3865  -0.866
C 1.4921 -4.0910 -0.0096  1.194
C 1.8225 -5.0851 -0.9570  -0.782
C 1.7252 -4.8274 -2.2948  -0.656
C 1.3058 -3.5618 -2.7502  -0.862
C 0.9546 -2.5866 -1.8620  -0.453
C 1.0213 -2.8383 -0.4750  0.142
N 0.6319 -1.8899 0.4173  0.552
H 1.3918 -3.3372 3.3146  0.592
H 1.9992 -5.2200 1.7592  0.432
H 2.1659 -6.0495 -0.6036  0.418
H 1.9871 -5.5898 -3.0159  0.415
H 1.2739 -3.3611 -3.8127  0.441
H 0.6547 -1.6008 -2.1965  0.367
F 4.3424 1.4543 1.3911  -0.172
C 4.9169 0.8636 0.3433  0.628
F 5.5328 -0.2431 0.7613  -0.214
F 5.8173 1.6818 -0.1881  -0.218
S 3.6171 0.4182 -0.9120  0.913
O 2.5662 -0.1879 -0.1254  -0.408
O 4.2653 -0.4254 -1.8637  -0.725
N 3.2032 1.7853 -1.5808  -0.494
S 2.4922 2.9112 -0.7304  0.820
O 1.4972 2.4187 0.1938  -0.495
O 3.3500 3.9621 -0.2921  -0.611
C 1.4580 3.6533 -2.0868  0.680
F 0.8058 4.7108 -1.6028  -0.213
F 0.5438 2.7456 -2.4905  -0.215
F 2.1709 4.0333 -3.1379  -0.220

Cartesian forces (eV/Å) of the 3 atoms listed first:
Bi 0.35 -0.36 0.35
C 0.01 0.02 0.01
C 0.01 0.04 0.03

Properties
- orbital gap (eV) = 7.74
- E (a.u.) = -3204.21766
- energy above the lowest of the compared OMol25 structures with the same formula, charge and spin (kcal/mol) = 0.00

# 4
ORCA calculation (wB97M-V/def2-TZVPD) on a structure of composition C59H53N3P2ReSSi at a distorted geometry.

Last column: Mulliken spin population.
Cartesian coordinates (Å):
Re -0.0366 0.0566 -0.0253  0.726
C 2.2486 -0.7383 2.8704  0.009
Si 1.9869 -1.0605 0.9897  -0.058
C 1.9509 -2.8956 0.4574  0.011
C 2.8731 -3.8009 0.9701  0.004
C 2.8988 -5.1178 0.5438  0.000
C 1.9795 -5.5584 -0.3954  0.000
C 1.0300 -4.6847 -0.8935  -0.003
C 1.0190 -3.3558 -0.4804  0.017
P -0.2764 -2.2077 -1.0684  0.219
C -0.2542 -2.1438 -2.8915  -0.090
C -0.5216 -3.2568 -3.6891  -0.003
C -0.5727 -3.1228 -5.0640  0.000
C -0.3533 -1.8899 -5.6603  0.000
C -0.0959 -0.7765 -4.8768  0.002
C -0.0548 -0.9085 -3.5008  0.067
C -1.8036 -3.1512 -0.7687  -0.002
C -2.8678 -3.1108 -1.6667  0.007
C -4.0256 -3.8152 -1.3938  -0.001
C -4.1430 -4.5439 -0.2206  0.000
C -3.0955 -4.5683 0.6870  -0.001
C -1.9333 -3.8715 0.4163  0.000
C 3.5960 -0.1931 0.4512  -0.020
C 4.8788 -0.6624 0.7061  -0.001
C 5.9648 0.1950 0.6572  0.001
C 5.7903 1.5392 0.3589  0.001
C 4.5312 2.0123 0.0463  -0.001
C 3.4466 1.1445 0.1027  0.015
P 1.8286 1.7301 -0.4666  0.024
C 1.7084 3.3570 0.3290  -0.024
C 1.2328 4.5201 -0.2707  0.002
C 1.2292 5.7065 0.4407  0.005
C 1.6699 5.7395 1.7538  0.001
C 2.1106 4.5753 2.3657  0.004
C 2.1246 3.3887 1.6611  0.033
C 2.3087 1.8614 -2.2202  -0.003
C 2.5146 0.6407 -2.8653  0.011
C 2.9611 0.6115 -4.1710  0.002
C 3.2333 1.7981 -4.8351  -0.001
C 3.1033 3.0056 -4.1701  0.000
C 2.6465 3.0456 -2.8630  -0.007
H 3.2118 -1.1475 3.1593  -0.001
H 1.4997 -1.1561 3.5280  0.003
H 2.2911 0.3332 3.0485  -0.002
H 3.5754 -3.4776 1.7219  0.000
H 3.6242 -5.8060 0.9509  0.000
H 1.9952 -6.5838 -0.7307  0.000
H 0.2935 -5.0464 -1.5955  0.001
H -0.7098 -4.2240 -3.2505  0.000
H -0.7838 -3.9853 -5.6781  0.000
H -0.3836 -1.7971 -6.7338  0.000
H 0.0765 0.1885 -5.3330  0.000
H 0.1381 -0.0359 -2.8800  -0.001
H -2.7932 -2.5417 -2.5827  0.000
H -4.8391 -3.7943 -2.1017  0.000
H -5.0474 -5.0949 -0.0174  0.000
H -3.1855 -5.1324 1.6028  0.000
H -1.1112 -3.8976 1.1178  0.002
H 5.0296 -1.7023 0.9503  0.000
H 6.9541 -0.1779 0.8702  0.000
H 6.6332 2.2127 0.3574  0.000
H 4.3823 3.0487 -0.2219  0.000
H 0.8627 4.5119 -1.2842  0.000
H 0.8784 6.6087 -0.0361  0.000
H 1.6680 6.6703 2.2976  0.000
H 2.4491 4.5952 3.3894  0.000
H 2.4825 2.4779 2.1233  -0.007
H 2.3376 -0.2846 -2.3255  0.019
H 3.1071 -0.3341 -4.6688  0.000
H 3.5661 1.7807 -5.8606  0.000
H 3.3676 3.9264 -4.6646  0.000
H 2.5839 3.9906 -2.3482  0.000
C 1.3836 -3.9295 4.7760  -0.003
C -0.1266 -3.9179 5.0630  -0.002
C -0.8407 -4.8566 4.0796  0.000
C -0.3579 -4.4410 6.4830  0.000
C -0.6478 -2.4981 4.8880  0.001
C -1.1526 -1.7684 5.9744  -0.002
C -1.6280 -0.4806 5.8449  0.002
C -1.5518 0.1275 4.6036  -0.003
S -2.0346 1.7304 4.1303  0.009
C -1.4539 1.3983 2.5298  0.035
N -0.9449 0.2026 2.3628  -0.078
C -1.0058 -0.5570 3.5024  0.019
C -0.5977 -1.8833 3.6449  -0.010
C -1.5784 2.3161 1.4225  -0.018
C -2.3964 3.4464 1.4961  -0.008
C -2.6042 4.2263 0.3767  0.014
C -1.9793 3.9001 -0.8172  -0.010
C -1.1360 2.8015 -0.8789  0.066
C -0.9296 1.9818 0.2201  -0.029
H 1.7792 -4.9316 4.9245  0.000
H 1.9017 -3.2512 5.4511  0.000
H 1.5914 -3.6287 3.7507  0.002
H -0.6189 -5.8898 4.3333  0.000
H -0.5056 -4.6880 3.0592  0.000
H -1.9188 -4.7150 4.1245  0.000
H 0.0239 -5.4552 6.5678  0.000
H -1.4190 -4.4567 6.7221  0.000
H 0.1679 -3.8338 7.2149  0.000
H -1.1799 -2.2119 6.9551  0.000
H -2.0435 0.0423 6.6912  0.000
H -0.2208 -2.4083 2.7784  0.027
H -2.8876 3.6865 2.4296  0.000
H -3.2613 5.0802 0.4300  0.000
H -2.1499 4.4988 -1.6984  0.001
H -0.6345 2.5794 -1.8171  0.003
N -3.1877 -1.1400 1.2464  -0.002
C -3.4470 -0.6028 0.0371  -0.009
C -4.7808 -0.5338 -0.4065  0.000
C -5.0648 -0.0270 -1.6459  -0.001
C -4.0089 0.4295 -2.4370  -0.003
C -2.7374 0.3629 -1.9270  -0.003
N -2.4387 -0.1402 -0.7183  0.019
H -3.9350 -1.5760 1.7543  -0.001
H -2.2406 -1.3565 1.5131  0.023
H -5.5512 -0.9071 0.2472  0.000
H -6.0807 0.0129 -2.0048  0.000
H -4.1744 0.8296 -3.4234  0.000
H -1.9094 0.7203 -2.5220  0.001

Cartesian forces (eV/Å) of the 3 atoms listed first:
Re -2.16 1.64 0.95
C -0.45 -0.39 -0.62
Si 0.51 0.17 0.22

Properties
- orbital gap (spin up / spin down) (eV) = 5.98 / 6.01
- E (a.u.) = -3892.60041
- multiplicity = 2
- <S²> = 0.7671
- charge = +2

> Number 4 is which compound?

C59H53N3P2ReSSi